Record 1
The following is a quantum chemistry calculation of a cluster of 8 separate species, C20H60N10O8 in total in a non-equilibrium geometry, from OMol25.

Last column: Mulliken charge in e.
Geometry (Å):
C  3.674  6.862  5.639  -0.90
H  0.651  -7.433  1.932  0.27
C  -1.805  -8.035  -1.450  0.48
C  -0.705  -2.528  -7.678  0.44
H  -2.995  5.418  -7.030  0.14
H  2.397  8.683  3.712  0.25
N  5.281  -0.814  6.023  -0.44
H  1.924  6.034  4.682  0.20
H  -2.378  -3.781  -11.733  0.26
C  3.253  8.900  4.351  -0.68
H  5.913  -0.044  5.855  0.18
C  -3.670  -2.159  4.667  0.50
H  4.629  6.486  6.005  0.35
C  2.775  5.646  5.243  0.65
H  1.813  3.983  6.192  0.40
H  3.903  9.654  3.908  0.25
O  -1.444  -3.207  -9.938  -0.31
H  0.035  -8.961  -2.010  0.42
C  -4.523  -3.284  4.003  -1.36
H  -5.432  -0.924  5.255  0.43
O  2.964  8.780  -2.956  -0.49
C  -0.220  -8.161  -1.315  -0.87
C  -4.365  0.953  6.334  -0.79
H  0.246  -7.321  -1.831  0.39
N  5.587  -1.050  3.893  -0.35
H  -2.418  -10.149  -1.242  0.32
H  2.140  8.768  -1.083  0.23
C  0.672  1.837  -0.203  0.62
H  4.250  5.314  3.867  0.28
H  -2.073  -7.063  -1.036  0.30
O  -1.177  5.896  -4.587  -0.63
H  2.118  8.379  -3.172  0.32
H  0.525  -1.802  -9.236  0.35
H  -1.939  3.841  -6.834  0.19
H  -4.998  0.744  7.197  0.31
H  -2.977  -7.832  -3.028  0.25
H  3.296  7.378  6.522  0.46
H  1.187  -1.329  -7.706  0.40
H  2.457  10.318  -1.780  0.24
H  1.266  3.341  0.932  0.16
H  -2.238  -3.918  -8.200  0.39
C  2.866  9.312  -1.687  -0.50
H  -4.750  -4.053  4.742  0.35
O  -3.671  -0.130  5.775  -0.30
C  4.767  -1.295  4.894  0.63
O  3.745  -1.931  4.864  -0.63
N  -2.559  5.986  -6.317  -0.39
C  -1.617  5.383  -5.587  0.65
H  0.452  -6.395  0.521  0.28
C  -2.679  -9.168  -0.844  -1.26
H  -1.037  3.573  -5.341  0.24
H  1.437  -2.940  -8.164  0.34
H  -1.652  -2.766  4.791  0.24
H  -4.066  -3.781  3.147  0.34
H  -0.515  -2.068  -5.784  0.26
H  -4.913  1.410  5.510  0.31
H  -4.642  -1.747  6.582  0.32
H  3.807  9.209  -1.148  0.21
O  0.528  1.338  -1.348  -0.65
N  0.931  1.208  0.939  -0.39
N  -0.608  -2.924  -6.312  -0.71
H  2.951  9.332  5.305  0.33
H  -3.338  -1.378  3.983  0.32
H  -5.448  -2.879  3.592  0.35
C  -1.248  -3.648  -8.568  -0.71
H  0.995  0.202  0.880  0.22
H  1.399  1.613  1.737  0.18
H  4.247  4.313  4.998  0.26
C  0.686  -2.152  -8.216  -1.37
N  -2.499  -2.672  5.333  -0.80
N  0.817  3.138  0.050  -0.37
N  -1.381  4.187  -6.066  -0.40
N  -1.992  -8.029  -2.922  -0.74
H  1.411  5.383  7.047  0.41
H  4.727  -0.840  6.867  0.23
H  -1.741  -5.115  -10.890  0.30
H  5.316  -1.282  2.949  0.22
H  -0.594  -4.518  -8.628  0.32
O  0.471  -8.431  -0.001  -0.38
H  -2.085  -1.801  5.635  0.29
H  -3.165  -4.363  -10.232  0.29
C  0.214  -7.375  0.935  -0.61
C  2.226  4.953  6.465  -1.54
H  -3.719  -9.092  -1.163  0.39
H  -1.492  -1.776  -7.728  0.24
H  0.868  3.801  -0.711  0.22
C  -2.214  -4.148  -10.720  -0.72
H  -1.512  -7.215  -3.280  0.26
C  -4.463  -1.262  5.622  -0.75
H  2.978  4.731  7.222  0.33
H  0.226  -3.377  -5.968  0.25
H  -2.712  -9.112  0.244  0.30
O  4.061  7.756  4.601  -0.34
H  -2.833  6.933  -6.098  0.21
H  -3.693  1.738  6.682  0.26
H  6.395  -0.540  4.221  0.16
H  -0.866  -7.484  1.034  0.19
N  3.580  4.766  4.389  -0.70

## Properties
Frontier orbital gap, eV: 9.37

=====

Record 2
The following is a quantum chemistry calculation of a cluster of 5 separate species, C20H60N11O7P3 in total in a non-equilibrium geometry, from OMol25.

Last column: Mulliken charge in e.
Geometry (Å):
H  -9.473  -8.089  -16.526  0.34
H  -14.912  -11.307  -11.012  0.06
H  -11.216  -8.866  -7.081  0.35
N  -20.737  -12.558  -12.569  0.28
H  -18.271  -10.438  -9.616  0.39
H  -22.590  -11.497  -12.401  0.29
H  -9.553  -10.942  -12.826  0.33
N  -16.173  -5.307  -10.098  1.05
H  -21.423  -11.264  -14.718  0.14
C  -18.227  -10.182  -14.793  -0.94
H  -11.678  -8.094  -11.513  0.19
H  -18.300  -8.683  -11.406  -0.18
H  -10.282  -12.416  -6.738  0.39
O  -13.349  -9.524  -14.312  -1.13
H  -14.315  -7.415  -13.315  -0.15
H  -14.071  -11.207  -5.947  0.49
C  -19.258  -9.188  -11.696  -0.69
H  -21.106  -9.611  -14.242  0.27
H  -10.644  -13.927  -10.139  0.31
C  -18.831  -11.153  -10.234  -1.21
H  -14.746  -13.844  -8.610  0.26
N  -10.916  -9.366  -13.022  0.19
H  -13.756  -6.258  -14.657  0.23
O  -14.090  -9.087  -11.448  0.10
C  -10.548  -10.745  -13.253  -1.14
C  -9.907  -12.426  -7.750  -1.19
H  -10.546  -10.964  -14.279  0.55
H  -13.515  -5.860  -12.922  0.36
P  -12.664  -11.891  -8.266  -0.08
N  -11.063  -12.368  -8.702  0.43
O  -15.930  -8.830  -12.546  -0.56
N  -19.153  -10.632  -11.590  0.72
H  -22.158  -12.572  -11.030  0.32
H  -9.667  -12.463  -10.198  0.40
C  -21.108  -13.700  -13.414  -0.91
C  -12.041  -9.411  -16.843  -1.04
H  -13.586  -15.121  -7.981  0.31
H  -11.868  -10.392  -17.251  0.31
H  -13.473  -13.857  -5.302  0.35
H  -11.993  -8.630  -17.622  0.32
C  -13.574  -6.654  -13.669  -0.57
H  -16.285  -11.303  -12.302  -0.27
O  -17.343  -5.179  -9.860  -0.59
H  -11.383  -9.599  -8.715  0.06
O  -13.369  -11.576  -9.535  -0.46
C  -21.761  -11.891  -11.782  -0.89
C  -12.765  -13.266  -5.935  -1.28
H  -18.232  -10.185  -15.904  0.41
H  -18.211  -12.058  -10.327  0.39
H  -13.096  -9.387  -16.566  0.22
C  -11.143  -6.324  -13.806  -0.98
C  -11.900  -9.354  -7.760  -0.48
N  -15.073  -9.522  -11.997  0.73
H  -11.287  -5.539  -13.060  0.36
P  -12.070  -8.846  -14.202  0.54
C  -14.137  -14.204  -7.795  -0.89
H  -9.414  -8.627  -14.870  0.34
C  -11.076  -9.016  -11.633  -0.77
H  -14.505  -11.246  -12.760  0.24
C  -20.687  -10.456  -14.785  -0.81
H  -21.662  -14.485  -12.900  0.36
N  -12.524  -10.583  -7.196  0.16
C  -15.260  -10.996  -11.996  -0.01
H  -11.647  -9.795  -11.105  0.06
H  -19.472  -8.906  -12.709  0.23
P  -19.266  -11.778  -12.852  0.16
H  -9.330  -11.503  -7.732  0.32
C  -9.818  -8.832  -15.830  -1.08
H  -16.447  -7.479  -10.108  0.02
H  -18.203  -9.171  -14.339  0.27
H  -10.136  -8.816  -11.186  0.51
H  -14.383  -9.775  -6.774  0.35
H  -20.666  -10.169  -15.849  0.37
H  -12.494  -12.332  -5.490  0.52
H  -10.945  -5.852  -14.839  0.21
N  -11.236  -9.045  -15.713  0.40
H  -14.984  -6.970  -10.930  -0.05
H  -11.282  -11.447  -12.871  0.14
H  -10.205  -6.854  -13.580  0.33
H  -12.725  -8.676  -8.132  0.08
N  -19.395  -10.958  -14.364  0.23
H  -9.266  -9.743  -16.226  0.31
H  -19.710  -11.505  -9.660  0.26
H  -14.798  -14.539  -6.960  0.30
H  -11.372  -12.465  -10.812  -0.05
H  -20.118  -8.860  -11.086  0.35
H  -13.292  -9.767  -5.304  0.26
H  -9.373  -13.374  -7.841  0.39
N  -12.230  -7.277  -13.694  0.62
C  -15.667  -6.751  -10.096  -0.19
H  -11.780  -13.850  -6.033  0.22
N  -13.353  -13.083  -7.266  0.24
C  -13.617  -10.282  -6.248  -1.12
H  -21.308  -11.048  -11.253  0.18
C  -10.679  -12.827  -10.042  -0.76
H  -15.209  -6.973  -9.094  0.28
O  -18.098  -12.683  -12.814  -0.85
H  -20.255  -14.202  -13.899  0.26
H  -21.774  -13.370  -14.277  0.26
O  -15.348  -4.513  -10.413  -0.58
H  -17.383  -10.768  -14.407  0.25

## Properties
Frontier orbital gap, eV: 8.95
Energy relative to the best compared isomer or geometry (same formula, charge and spin), kcal per mole: 0.0

=====

- What is the frontier orbital gap in the first record?
  9.37 eV